Below is 12 unconnected molecules or ions with the total composition C60H57Cl6N9O18, with properties calculated with ωB97M-V/def2-TZVPD.

The value obtained for the LUMO energy (alpha / beta) is -4.75 / -8.21 eV. Its spin multiplicity is 2. As for the expectation value of S²: 0.770. The frontier orbital gap (alpha / beta) is 0.22021 / 0.09300 Ha. Its HOMO energy (alpha / beta) is -0.3948 / -0.3948 Ha. The value obtained for the largest force on an atom is 6.4 eV/Å. As for the net charge: +1. The value obtained for the calculated total energy is -6927.5338 hartree.

XYZ file:
```
150
Properties=species:S:1:pos:R:3:forces:R:3:mulliken_spin:R:1
Cl -1.778 0.970 4.984 -0.5 0.8 -0.5 0.000
C -1.486 -0.554 5.812 -0.5 -0.9 -1.6 0.000
C -0.733 -0.256 7.006 0.7 0.9 1.8 0.000
Cl -0.402 -1.803 7.850 0.2 0.5 0.0 0.000
H -0.829 -1.123 5.153 -0.5 -0.3 -0.1 0.000
H -2.441 -1.047 5.993 0.2 0.0 -0.1 0.000
H -1.273 0.436 7.652 -0.1 -0.4 0.3 0.000
H 0.155 0.305 6.714 0.5 -0.5 0.3 0.000
Cl -1.632 5.441 -0.899 1.3 -0.4 0.7 0.010
C -3.223 5.938 -1.383 -1.1 0.4 -0.4 0.000
C -3.118 6.899 -2.552 -0.1 -0.1 -0.1 0.000
Cl -2.265 8.378 -2.048 0.1 0.1 -0.1 0.000
H -3.726 6.411 -0.540 0.1 -0.1 0.0 0.001
H -3.734 5.015 -1.658 -0.2 0.2 -0.1 0.000
H -4.090 7.224 -2.923 0.0 -0.2 0.1 0.000
H -2.563 6.420 -3.358 0.0 0.2 0.0 0.000
Cl -1.586 -4.652 0.273 -0.8 1.0 0.5 0.000
C -2.562 -3.167 0.854 0.3 -1.0 -1.3 -0.001
C -3.614 -3.496 1.909 0.9 -1.2 -0.3 0.000
Cl -3.931 -2.024 2.711 -0.6 2.1 1.2 0.000
H -3.081 -2.814 -0.037 0.1 -0.1 0.0 0.001
H -1.818 -2.402 1.075 -0.2 -0.4 0.7 0.000
H -3.298 -4.180 2.697 0.3 -0.2 -0.4 0.000
H -4.553 -3.842 1.477 0.3 -0.2 -0.1 0.000
C -0.406 4.905 3.176 -0.9 -0.5 0.3 0.070
C -1.013 6.097 3.069 -0.2 2.2 -1.1 0.159
C -0.507 7.122 2.159 1.3 -0.3 0.5 0.203
C 0.724 6.892 1.482 -0.4 -0.9 -0.5 0.099
C 1.282 5.652 1.572 0.7 -0.4 -0.2 0.189
C 0.694 4.619 2.358 0.1 0.1 0.9 0.138
N 1.309 7.855 0.487 0.3 0.4 -0.9 0.000
O 0.691 8.910 0.377 1.0 -1.3 0.1 0.018
O 2.297 7.479 -0.167 -2.1 0.8 1.6 -0.018
H -0.859 4.196 3.854 0.4 -0.4 0.0 0.014
H -1.888 6.413 3.617 -0.1 -0.4 0.2 0.010
H -0.933 8.114 2.144 -0.3 0.0 -0.2 -0.001
H 2.211 5.384 1.091 0.0 0.4 -0.4 0.003
H 1.131 3.634 2.441 0.2 0.0 -0.3 0.062
C -6.809 -3.646 0.236 -0.1 0.9 0.3 0.000
C -6.291 -4.249 -0.889 0.2 -0.7 1.2 0.000
C -5.347 -3.611 -1.626 0.0 0.2 -2.6 0.000
C -5.131 -2.241 -1.555 0.2 0.1 1.7 0.000
C -5.605 -1.583 -0.392 -1.0 -1.0 -0.9 0.000
C -6.451 -2.314 0.493 1.1 0.4 -0.7 0.000
N -4.221 -1.559 -2.543 -3.3 4.7 2.9 0.000
O -4.298 -0.311 -2.638 -0.8 -1.3 0.8 0.000
O -3.461 -2.154 -3.155 3.3 -4.0 -2.8 0.000
H -7.435 -4.231 0.893 -0.2 0.3 0.2 0.000
H -6.459 -5.289 -1.126 -0.3 0.0 0.2 0.000
H -5.004 -4.243 -2.432 0.7 0.5 -0.3 0.000
H -5.439 -0.529 -0.225 0.2 0.0 0.0 0.000
H -6.683 -1.790 1.409 -0.5 -0.2 0.1 0.000
C -2.665 0.291 -6.350 0.7 1.8 1.4 0.000
C -2.949 1.423 -5.526 -1.3 -2.2 -1.6 0.001
C -2.720 2.649 -6.059 1.0 1.4 -0.6 0.000
C -1.948 2.722 -7.217 -0.4 0.6 -1.2 0.000
C -1.566 1.659 -8.010 0.0 2.7 0.5 0.000
C -1.917 0.473 -7.521 -1.2 -4.0 0.5 0.000
N -1.639 3.994 -7.895 2.4 1.8 1.9 0.000
O -0.460 4.231 -8.181 -0.4 -1.5 -0.4 0.000
O -2.438 4.880 -7.923 -2.2 0.4 -0.2 0.000
H -2.995 -0.664 -5.968 0.2 -0.2 -0.4 0.000
H -3.627 1.326 -4.690 0.3 -0.2 0.3 0.000
H -3.146 3.528 -5.598 0.3 0.2 -0.1 0.000
H -1.171 1.960 -8.969 0.5 -0.8 0.0 0.000
H -1.724 -0.426 -8.088 0.1 -0.1 -0.2 0.000
C -1.482 -3.460 -5.953 0.9 0.1 0.2 0.000
C -1.334 -4.594 -6.724 0.5 -0.6 -1.9 0.000
C -0.377 -4.672 -7.765 0.7 0.8 0.4 0.000
C 0.502 -3.570 -7.962 -0.3 -1.7 -0.3 0.000
C 0.399 -2.490 -7.179 -1.0 1.5 1.7 0.000
C -0.566 -2.443 -6.135 0.6 0.9 -1.1 0.000
N 1.640 -3.558 -8.934 1.3 -2.1 -2.2 0.000
O 2.247 -2.539 -9.231 -1.2 -0.1 1.1 0.000
O 1.966 -4.648 -9.461 -1.2 1.4 1.4 0.000
H -2.254 -3.445 -5.197 0.0 0.3 0.1 0.000
H -2.040 -5.401 -6.592 0.1 -0.2 -0.1 0.000
H -0.213 -5.526 -8.405 -0.3 -0.2 0.1 0.000
H 1.019 -1.634 -7.402 0.2 0.1 0.3 0.000
H -0.598 -1.499 -5.612 -0.2 -0.2 0.4 0.000
C 2.639 1.149 -1.439 0.1 -0.4 1.3 0.001
C 3.908 0.919 -0.989 1.0 -0.6 -1.1 0.000
C 4.923 0.625 -1.913 0.3 0.1 0.7 0.000
C 4.651 0.501 -3.268 -1.0 0.0 -0.2 0.000
C 3.301 0.562 -3.689 1.6 0.4 0.2 0.000
C 2.358 0.954 -2.770 -1.0 0.0 -1.2 0.000
N 5.746 0.360 -4.283 -0.9 -0.1 -1.4 0.000
O 6.883 0.432 -3.850 -0.8 -0.2 -0.8 0.000
O 5.390 0.235 -5.492 1.2 0.2 3.2 0.000
H 2.000 1.313 -0.584 -1.1 0.4 -0.6 0.000
H 4.103 0.858 0.072 0.3 0.3 0.0 0.000
H 5.887 0.482 -1.447 0.4 0.0 -0.7 0.000
H 2.981 0.398 -4.708 0.4 0.0 -0.1 0.000
H 1.414 1.092 -3.276 -0.6 0.1 0.8 0.000
C -0.095 0.874 1.809 0.3 -1.5 0.0 0.007
C -0.676 1.873 1.052 -0.3 -0.1 -0.3 0.038
C -0.981 1.682 -0.266 -0.7 -1.6 -2.0 0.012
C -0.822 0.379 -0.866 -0.5 1.9 0.0 -0.004
C -0.306 -0.630 -0.095 0.4 -0.4 0.2 0.003
C 0.074 -0.420 1.255 -0.1 1.5 -0.9 -0.001
N -1.171 0.123 -2.364 2.1 -1.7 -1.6 0.000
O -1.782 0.947 -3.021 0.7 -0.6 1.7 0.000
O -0.641 -0.917 -2.917 -1.7 2.9 2.4 0.000
H 0.197 1.104 2.823 0.0 -0.3 0.2 -0.001
H -1.043 2.806 1.456 0.4 0.2 0.3 -0.035
H -1.412 2.519 -0.795 -0.1 -0.2 -0.4 0.002
H -0.141 -1.575 -0.593 0.0 -0.3 0.1 0.000
H 0.565 -1.223 1.784 -0.1 0.0 0.2 0.000
C -2.484 -7.546 5.125 1.5 1.9 0.3 0.000
C -1.835 -6.468 5.819 -0.3 -0.7 -1.0 0.000
C -0.895 -5.645 5.176 -0.9 0.9 0.9 0.000
C -0.621 -5.799 3.852 -0.3 -1.2 -1.3 0.000
C -1.264 -6.820 3.162 -0.1 0.1 -0.8 0.000
C -2.188 -7.668 3.768 0.1 0.0 0.7 0.000
N 0.308 -4.910 3.075 0.2 -1.3 0.5 0.000
O 0.278 -3.727 3.353 0.1 0.1 -0.3 0.000
O 1.054 -5.460 2.271 -0.9 0.9 0.7 0.000
H -3.161 -8.232 5.612 -0.1 0.2 0.1 0.000
H -2.099 -6.172 6.824 0.0 -0.4 0.2 0.000
H -0.540 -4.744 5.656 0.3 -0.1 0.4 0.000
H -1.119 -6.878 2.094 0.2 -0.2 0.0 0.000
H -2.698 -8.443 3.215 0.1 0.0 -0.3 0.000
C 6.643 -1.759 0.098 -0.6 -0.5 1.3 0.000
C 5.342 -2.193 0.295 -0.8 0.5 0.9 0.000
C 4.544 -1.634 1.340 -0.2 0.1 -0.9 0.000
C 5.042 -0.672 2.180 1.6 0.4 -0.6 0.000
C 6.399 -0.257 2.038 -1.8 -0.8 0.0 0.000
C 7.164 -0.873 1.043 0.2 1.3 0.2 0.000
N 4.184 -0.014 3.238 1.6 -2.7 -1.0 0.000
O 3.378 -0.730 3.784 -0.9 0.2 0.0 0.000
O 4.505 1.083 3.568 -0.1 2.0 0.5 0.000
H 7.254 -2.170 -0.692 0.1 0.1 0.0 0.000
H 4.893 -2.959 -0.319 0.0 0.1 -0.2 0.000
H 3.472 -1.761 1.366 -0.1 -0.8 0.1 0.000
H 6.675 0.546 2.705 0.8 -0.1 -0.1 0.000
H 8.187 -0.543 0.941 0.1 0.0 0.0 0.000
C 5.200 1.937 8.322 0.9 1.6 -1.3 0.000
C 5.102 3.293 7.954 -0.8 -1.0 -0.1 0.000
C 4.197 3.682 6.958 -0.2 -0.1 0.3 0.000
C 3.348 2.723 6.377 0.7 0.5 1.2 0.002
C 3.442 1.361 6.773 -0.2 2.0 -1.9 0.000
C 4.446 0.998 7.648 -0.8 -0.8 0.7 0.000
N 2.314 3.163 5.390 -0.3 -0.6 -1.0 -0.003
O 2.303 4.258 4.834 1.2 0.4 1.0 0.020
O 1.466 2.351 5.072 -0.1 -0.8 0.5 0.000
H 6.082 1.705 8.901 -0.4 -0.5 0.5 0.000
H 5.723 3.991 8.496 0.0 0.3 -0.3 0.000
H 4.161 4.729 6.695 -0.2 0.0 -0.2 0.000
H 2.851 0.719 6.136 0.0 -0.7 0.5 0.000
H 4.537 -0.047 7.901 0.2 -0.1 -0.1 0.000
```
Forces are in eV/Å.